A cluster of 2 separate species, C4H15N3O in total at a distorted geometry, computed with ωB97M-V with the def2-TZVPD basis set.

Structure (XYZ):
```
23
Properties=species:S:1:pos:R:3:forces:R:3:nbo_charge:R:1
C -0.2181 1.0766 1.3779 0.0 -1.7 0.2 -0.230
N 1.1253 0.9273 1.9368 -0.1 1.1 -2.0 -0.882
C -0.4642 -0.2183 0.4908 -2.7 1.9 -0.6 -0.067
C -1.8733 -0.7084 0.7397 -1.4 1.9 2.8 -0.625
N -0.4385 0.1200 -0.9769 3.5 -3.0 0.6 -0.687
C -0.1098 -1.2098 -1.6538 -3.7 0.0 -1.9 -0.060
N 1.2424 -1.4577 -1.7083 1.6 -0.4 -0.9 -0.807
H -1.0218 1.2430 2.1790 1.0 -0.5 -1.1 0.180
H -0.2697 1.8978 0.6823 0.1 0.5 0.0 0.217
H 1.7185 1.7332 1.7610 -0.2 -0.2 0.8 0.383
H 1.0953 0.5536 2.8395 0.5 -0.1 1.5 0.370
H 0.2244 -1.0344 0.7353 0.2 0.6 -0.2 0.202
H -1.8896 -1.1581 1.7345 -0.2 -0.3 0.1 0.205
H -2.6854 0.1211 0.8424 1.6 -0.9 -0.4 0.199
H -2.2831 -1.3828 0.0633 -0.3 -1.4 -1.4 0.208
H -1.2566 0.5495 -1.2672 -2.1 0.6 -0.5 0.365
H -0.4681 -1.2840 -2.7312 -0.1 0.6 1.3 0.187
H -0.5875 -2.1037 -1.1521 0.1 1.1 -0.1 0.161
H 1.6848 -0.7850 -2.3165 0.3 0.1 -0.1 0.356
H 1.5096 -1.2278 -0.7994 1.7 0.1 1.8 0.341
H 1.9674 1.1651 -0.2977 0.3 -2.4 2.6 0.458
H 1.1292 1.4293 -1.4996 -0.4 -0.3 0.3 0.487
O 1.8687 1.7535 -0.9800 0.4 2.8 -2.7 -0.960
```
Forces are in eV/Å.

The value obtained for the HOMO-LUMO gap is 10.0 eV. The energy above the lowest of the compared OMol25 structures with the same formula, charge and spin is 43.1 kcal/mol.


A structure of composition C18H22N4O4OsS, computed with ωB97M-V with the def2-TZVPD basis set.

Structure (XYZ):
```
50
Properties=species:S:1:pos:R:3:forces:R:3:mulliken_charge:R:1
Os -0.4294 0.2848 0.2428 0.4 -0.5 -0.2 0.526
O -0.4553 -1.5253 1.9197 0.1 0.2 0.4 -0.517
S -0.3346 -0.5912 3.0238 -0.1 -0.2 -0.3 1.289
O -0.1739 -1.0326 4.3510 0.0 0.0 0.0 -0.563
O -2.0734 0.0664 3.0181 0.0 -0.1 0.0 -0.382
O 0.2717 0.6480 2.5859 0.0 0.3 0.1 -0.553
C -4.9932 -2.1452 2.8180 0.0 0.0 0.0 -0.687
C -3.9391 -1.4066 3.3246 0.0 -0.1 -0.1 -0.835
C -3.1124 -0.7519 2.4391 0.1 0.1 0.1 1.244
C -3.2236 -0.7842 1.0539 0.1 0.0 -0.1 0.105
C -4.3032 -1.5458 0.5796 0.1 0.0 0.0 -0.296
C -5.1625 -2.2037 1.4417 0.0 0.0 0.0 -0.832
N -2.3426 -0.1179 0.1594 -0.6 -0.1 0.0 0.423
N -2.9596 -0.0036 -1.0985 0.2 0.1 0.2 -0.731
C -2.1304 0.5129 -2.0114 -0.3 0.0 -0.1 0.259
C -2.6506 0.7485 -3.3029 0.0 0.0 0.1 -0.549
C -1.8562 1.3433 -4.2554 0.0 0.0 0.0 -0.553
C -0.5475 1.7032 -3.9396 0.0 0.0 0.0 -1.103
C -0.0214 1.4383 -2.6735 0.0 0.0 0.0 0.067
C -0.7792 0.8266 -1.6833 0.0 0.2 0.2 0.797
H -5.6640 -2.6636 3.4874 0.0 0.0 0.0 0.430
H -3.7659 -1.3367 4.3927 0.0 0.0 0.0 0.371
H -2.3111 0.3002 3.9351 -0.1 0.1 0.0 0.508
H -4.4550 -1.6089 -0.4836 0.0 0.0 -0.1 0.492
H -5.9789 -2.7773 1.0252 0.0 0.0 0.0 0.416
H -3.6733 0.4633 -3.5079 0.0 0.0 0.0 0.484
H -2.2470 1.5396 -5.2444 0.0 0.0 0.0 0.409
H 0.0707 2.1934 -4.6794 0.0 0.0 0.0 0.434
H 1.0010 1.7563 -2.5098 0.0 0.0 0.1 0.121
C 3.6880 -0.6154 -1.3950 0.1 0.0 0.0 -0.851
C 2.1738 -0.5425 -1.1257 0.0 0.0 0.0 -0.477
N 1.8672 0.2933 0.0750 0.2 0.0 -0.1 0.437
C 2.6692 -0.2843 1.1945 -0.1 -0.1 0.0 -0.630
C 4.1770 -0.0840 0.9461 0.1 0.0 -0.1 -0.980
N 4.3608 0.3583 -0.4753 -0.1 0.0 0.0 -0.027
C 3.7713 1.7279 -0.6618 0.1 -0.1 0.0 -0.711
C 2.3435 1.6980 -0.0939 0.0 0.0 0.0 -0.633
H 3.9401 -0.3307 -2.4144 0.0 0.0 0.0 0.403
H 4.1119 -1.5965 -1.1896 0.0 0.0 0.0 0.300
H 1.7848 -1.5413 -0.9310 0.0 0.0 0.0 0.557
H 1.6434 -0.1432 -1.9825 0.0 0.0 0.0 0.269
H 2.4245 -1.3434 1.2692 0.0 0.0 0.0 0.480
H 2.3946 0.2006 2.1230 0.0 0.0 0.0 0.419
H 4.7446 -1.0017 1.0841 0.0 0.0 0.0 0.382
H 4.6052 0.6913 1.5788 0.0 0.0 0.0 0.374
H 5.3572 0.3881 -0.6920 0.0 0.0 0.0 0.313
H 3.7998 1.9445 -1.7286 0.0 0.0 0.0 0.345
H 4.4087 2.4392 -0.1407 0.0 0.0 0.0 0.372
H 1.6692 2.2497 -0.7399 0.0 0.0 0.0 0.437
H 2.3051 2.1615 0.8913 0.0 0.0 0.0 0.447
```
Forces are in eV/Å.

The value obtained for the HOMO-LUMO gap (alpha / beta) is 6.9 / 6.4 eV. The charge is +2. Its spin multiplicity is 5. As for the expectation value of S²: 6.0360.


The ion C7H11BrClN2 with charge +1 at a distorted geometry, computed with ωB97M-V with the def2-TZVPD basis set.

Structure (XYZ):
```
22
Properties=species:S:1:pos:R:3:forces:R:3:nbo_charge:R:1
C -1.9306 -1.4135 0.6299 0.5 3.0 -1.1 -0.149
C -0.6077 -1.2272 0.4543 0.4 -2.1 -0.7 -0.251
C -2.8461 -0.2817 0.2866 0.3 1.2 -0.7 -0.222
C -2.3225 0.9641 0.1408 1.4 0.0 -0.3 -0.072
C -0.5287 1.1728 0.3543 -4.3 -0.1 0.3 -0.008
C 0.0368 -0.0597 -0.2930 1.9 -1.4 1.9 0.066
C 1.5758 -0.2567 -0.1234 0.3 2.6 1.2 -0.641
N -0.3244 1.2527 1.7600 1.0 -1.0 -0.9 -0.822
N -0.1379 0.0434 -1.8157 0.5 -1.0 1.4 -0.659
Cl -3.2642 2.4353 -0.1277 0.9 -1.3 0.2 0.058
Br -4.7259 -0.6257 0.0779 0.9 0.0 0.3 0.127
H -2.4736 -2.1713 1.0929 0.0 -1.7 0.9 0.253
H 0.1880 -1.9232 0.8361 -1.4 0.4 -0.4 0.245
H -0.3284 2.0011 -0.2725 0.4 1.5 0.1 0.216
H 1.9953 -1.1698 -0.4153 -0.1 -1.8 -1.2 0.238
H 1.9454 -0.2660 0.9618 -0.9 0.9 -1.4 0.281
H 2.0655 0.5317 -0.7563 0.1 -0.5 1.0 0.210
H -0.5313 2.0743 2.2952 -0.3 0.4 -0.4 0.415
H -0.7195 0.4055 2.1505 0.1 0.3 0.5 0.383
H -1.0870 0.1444 -2.0168 -2.4 0.5 -0.6 0.445
H 0.1453 -0.8045 -2.2719 0.4 -0.8 -0.1 0.445
H 0.3916 0.7845 -2.2408 0.3 0.7 0.0 0.441
```
Forces are in eV/Å.

The value obtained for the HOMO-LUMO gap is 8.5 eV. The energy above the lowest of the compared OMol25 structures with the same formula, charge and spin is 15.9 kcal/mol. The charge is +1.


Calculated electronic energy, -10907.6726; -46455.4229; -92973.6353 eV (same order as the records).